a:
13
Properties=species:S:1:pos:R:3:nbo_charge:R:1 method="wB97M-V/def2-TZVPD" lumo_energy_ev=0.5 gap_ha=0.363 total_charge=0
N 0.00361 -0.92041 -0.14984 -0.62
C -1.35991 -0.94294 -0.18245 0.29
H -0.31503 1.27480 1.25394 0.21
F -0.40732 1.61408 -0.69443 -0.37
H 1.17290 2.04332 0.38655 0.20
C 0.94433 -0.00134 -0.09209 0.38
C 0.36681 1.20069 0.35944 -0.02
N 2.22879 -0.26226 -0.04443 -0.67
H 0.59425 -1.82630 -0.17378 0.40
H -1.93421 1.08030 0.23439 0.40
N -2.16073 -0.00724 0.16952 -0.70
H 2.55307 -1.20621 -0.48194 0.34
H -1.68654 -2.04649 -0.58486 0.18

b:
13
Properties=species:S:1:pos:R:3:nbo_charge:R:1 method="wB97M-V/def2-TZVPD" lumo_energy_ev=1.0 gap_ha=0.333 total_charge=0
H 0.96866 1.89239 0.00020 0.38
C -0.86783 1.16367 -0.12212 -0.12
H -0.08211 -1.91505 0.19650 0.22
N 1.66173 -0.29215 -0.67527 -0.72
H 2.38188 -0.92192 -0.32237 0.38
H 0.97224 -0.57672 -1.41773 0.35
C -1.35980 -0.07607 -0.00033 0.28
H -0.52022 -1.10361 1.74459 0.21
N 0.33117 1.30742 0.49167 -0.45
F -2.50801 -0.56847 -0.46872 -0.31
H -1.56140 2.02034 -0.55340 0.23
N 0.90402 0.00760 0.53092 -0.12
C -0.32033 -0.93742 0.59606 -0.32

c:
13
Properties=species:S:1:pos:R:3:nbo_charge:R:1 method="wB97M-V/def2-TZVPD" lumo_energy_ev=0.8 gap_ha=0.341 total_charge=0
N -2.34633 -0.18950 0.04105 -0.40
H -2.37762 1.50930 -0.70432 0.35
H -1.59648 1.40802 0.57313 0.35
H 0.95005 -1.79580 -0.10831 0.15
C 2.30659 -0.30057 0.32462 0.16
C 1.09639 -0.73439 -0.10554 -0.06
N -2.48067 1.10310 0.12523 -0.61
H 3.09194 -0.96976 0.42240 0.17
F 2.82657 0.97901 -0.08648 -0.37
N -0.13403 -0.18109 -0.27538 -0.57
C -1.19913 -0.84449 -0.07126 0.31
H -2.90857 -0.74091 0.53283 0.36
H -1.09432 -2.07292 -0.06058 0.15

Verdict on stability: a comes out on top.

a:
22
Properties=species:S:1:pos:R:3:mulliken_spin:R:1 method="wB97M-V/def2-TZVPD" lumo_energy_ev="1.0 / 0.9" gap_ha="0.174 / 0.379" multiplicity=2 total_charge=0
H 1.54604 2.66287 0.62953 0.00
H -1.57678 0.07723 -1.67236 0.00
C 1.07788 1.75936 0.99793 -0.01
H -0.77260 -2.89597 -3.16471 -0.45
C -1.11537 -1.99299 -1.30525 0.62
C -0.69352 -0.55538 -1.62705 0.06
H 2.65003 2.75861 2.88926 0.00
C 0.17240 1.18229 -0.02390 -0.01
H -2.34984 -2.33977 -2.99502 -0.44
N -1.55134 -2.78279 -2.47658 1.70
H -0.27433 -2.48699 -0.81781 -0.09
C 0.21823 -0.03266 -0.55540 0.00
H -1.72844 -3.78554 -2.19098 -0.59
C 0.95746 1.56958 2.30389 0.00
H -0.65860 1.82266 -0.32087 0.00
C 1.72773 2.37334 3.30420 0.00
H 1.11452 3.17614 3.73156 0.00
H -0.27197 -0.47445 -2.63710 -0.03
H 2.00275 1.81370 4.19484 0.00
H -1.91906 -1.94070 -0.57460 0.23
H 1.08821 -0.65740 -0.35630 0.01
H 0.35659 0.74885 2.66672 0.00

b:
22
Properties=species:S:1:pos:R:3:mulliken_spin:R:1 method="wB97M-V/def2-TZVPD" lumo_energy_ev="1.1 / -0.1" gap_ha="0.305 / 0.331" multiplicity=2 total_charge=0
C -0.06060 1.28351 0.40953 0.04
H 2.43574 -0.79718 0.45387 -0.01
H -0.89188 1.34224 1.11658 0.00
H -0.12788 0.63581 -2.31625 0.00
H -2.27088 -1.61117 0.69361 -0.01
N 0.14011 1.57466 -2.05887 0.00
H -1.63774 -1.85566 2.26823 -0.01
C -1.55681 -1.19096 1.40783 0.01
H 2.35085 0.73147 -0.37733 0.00
H -0.46558 3.11010 -0.81306 0.00
C 1.85003 -0.23027 -0.26661 0.01
C 0.40886 -0.11548 0.17197 0.40
C -0.58346 2.03118 -0.86793 0.04
H -1.87248 -0.20660 1.73867 0.00
H -1.65916 1.81608 -0.88421 -0.01
H -0.04444 -3.43127 1.05384 0.00
H 1.20858 -2.71678 0.04468 0.02
H 2.05699 -0.75287 -1.20703 0.02
H 0.70405 1.91417 0.86199 0.01
C 0.32096 -2.50229 0.63898 0.50
C -0.18858 -1.23457 0.72991 -0.04
H -0.11669 2.20587 -2.79842 0.00

Verdict on stability: b comes out on top.

a:
80
Properties=species:S:1:pos:R:3:mulliken_charge:R:1 method="wB97M-V/def2-TZVPD" lumo_energy_ev=-6.6 gap_ha=0.256 total_charge=+2
H 1.51230 -0.75548 3.62325 0.41
C 2.94810 -4.14979 -1.13872 -0.84
H -4.90767 -5.18103 0.12701 0.45
C -2.01472 2.11355 -0.57805 -0.17
Hf -0.08586 -1.44002 0.81875 0.06
C 2.96261 -0.78898 1.37157 -1.51
C 0.69181 2.25875 1.32583 0.74
C 0.37076 -3.98503 2.22134 0.25
H 4.15343 3.16247 -1.61146 0.56
C 3.27821 2.60433 -1.28430 -1.66
C -2.41539 -3.41199 1.54261 1.36
H -3.95494 -4.06827 -1.89496 0.47
H -0.65254 0.00384 4.99337 0.35
C -4.06493 -4.50854 0.21546 -0.27
C 0.26161 2.97559 -4.30529 -0.84
H -4.04197 0.80285 2.45069 0.51
H 1.82563 -2.41380 -1.74914 0.39
C -0.92857 0.90027 -3.64322 -1.48
C -3.50239 -4.25792 1.45915 -1.12
C 0.38831 1.06819 3.44617 0.16
C 1.41019 -3.98247 1.11241 0.64
H 3.83614 -0.22565 1.70586 0.49
N -1.90084 -2.82241 0.43774 0.09
H -0.92782 0.08711 -2.91937 -0.18
H -3.19638 3.88400 -0.39028 0.51
N -0.30342 -2.80242 2.45109 -0.25
H 3.89823 -5.82996 -0.19613 0.46
H -0.46481 3.04946 -5.10674 0.42
H -3.88842 -4.72554 2.35416 0.54
C 1.99729 -3.16251 -0.98820 -0.16
H -1.80350 -3.83503 3.57358 0.57
C -2.46227 -3.04759 -0.76041 -0.09
H 0.61334 4.96993 -5.98024 0.36
H 2.34848 5.07921 -5.67248 0.39
C 0.21739 2.18366 2.63995 -0.54
C 1.27606 3.91580 -4.22542 0.45
H -1.91698 1.36230 -3.61571 0.38
C 2.17895 2.73561 -2.30251 0.36
C 1.75556 0.09771 1.66618 -1.21
C 2.23998 3.76210 -3.22923 -0.76
H 2.98804 2.99152 -0.30532 0.23
H -0.80403 0.46949 -4.63737 0.53
C 0.15500 1.91672 -3.40599 0.13
H -2.12491 -2.13722 3.24890 0.42
H 3.10712 -1.00982 0.31599 0.24
C 3.14529 -5.05822 -0.10611 -0.46
C -1.75124 0.84447 -0.07822 0.98
C -1.69396 -3.05077 2.82628 -1.42
H -4.47539 3.08087 1.55405 0.43
C -2.99507 2.89962 0.01254 -0.93
C 2.35352 -4.98432 1.03082 -0.68
H 2.94503 -1.71789 1.94334 0.45
As 1.06462 0.44196 -1.04247 0.98
C 1.36653 5.05179 -5.19948 -1.59
O 0.10324 -5.05118 2.72450 -0.60
H -2.41152 -0.63522 1.39828 0.52
H 1.22576 6.00684 -4.69096 0.33
H 3.60376 1.56889 -1.14347 0.26
C 1.35271 1.14825 0.78543 2.07
H 0.57041 1.11924 5.57875 0.36
C -3.53869 -3.89567 -0.91346 -0.96
C 1.21989 0.05363 2.96141 -0.06
N 1.24946 -3.06757 0.12660 0.44
H 3.07264 4.45478 -3.18409 0.50
H 1.32084 4.23081 0.86793 0.55
C -0.20258 0.98270 4.82053 -1.72
H 3.52391 -4.19985 -2.05147 0.49
H -0.42807 4.03132 0.87195 0.53
C -3.47451 1.18008 1.61021 -1.14
C 1.08637 1.85120 -2.36991 0.95
H -2.03058 -2.51932 -1.60207 0.39
H -0.96318 1.74506 4.97572 0.41
H -1.44863 2.49910 -1.41540 0.50
N -0.73115 -0.01908 -0.52278 0.78
H 0.53237 3.44317 -0.49068 0.14
C 0.50798 3.55436 0.58906 -2.05
C -3.71821 2.45152 1.10795 -0.77
H -0.34293 3.02727 3.02831 0.49
H 2.42654 -5.70306 1.83440 0.57
C -2.51730 0.38226 1.00191 -0.56

b:
80
Properties=species:S:1:pos:R:3:mulliken_charge:R:1 method="wB97M-V/def2-TZVPD" lumo_energy_ev=-6.4 gap_ha=0.262 total_charge=+2
C 1.90966 -2.37159 2.92795 -0.94
H -3.28825 2.25205 1.09180 0.48
H 0.64440 -7.47427 -1.56865 0.34
H -2.45188 0.59836 -2.10923 0.18
C 1.17196 0.25157 2.52432 -0.18
C -3.00705 1.58861 3.71388 -1.87
H 1.34412 0.47920 4.64607 0.49
C -2.38987 -3.20573 -1.54625 -1.48
H -2.52860 1.20621 4.61362 0.41
C 0.39773 4.18887 1.51411 -1.41
H 3.32989 -2.42967 -0.95677 0.39
H -2.15416 -0.98476 3.60972 0.51
H 0.87502 1.28914 2.40388 0.33
H -0.11536 1.14904 -3.41949 0.42
H -2.69706 -3.04993 -0.51016 0.21
C -2.79014 1.29663 1.22050 -0.03
H -4.08671 1.54913 3.87031 0.38
C -1.77385 -0.70475 0.26237 2.09
C -0.65762 -4.95333 -1.95407 -0.78
H -4.00709 0.57815 -1.30410 0.49
H -3.09152 2.07114 -1.33716 0.47
H 3.09800 1.26038 -0.52360 0.45
H 1.70045 -2.61318 0.81289 0.35
H 5.08272 4.50364 1.44923 0.45
H -1.67867 5.74287 -2.77150 0.56
H -2.73691 2.63745 3.59021 0.40
H 0.33971 -7.18303 -3.27407 0.38
C 1.67990 -4.47817 -2.02473 -0.93
H 5.21433 2.41355 0.08571 0.47
C -0.68598 4.58420 -0.55023 0.35
H -3.03899 -3.96877 -1.97035 0.57
C -0.94927 -3.63401 -1.65692 0.06
C 1.80670 3.78255 1.13948 1.19
C -1.39963 4.16555 -4.23454 -0.36
H 1.97778 -7.02011 -2.63197 0.37
H 2.70025 -4.79731 -2.20548 0.42
H 2.84569 5.35757 2.13544 0.54
C -1.43609 -2.74564 1.74579 -2.03
H 2.20238 -3.40266 3.07870 0.48
As -0.32091 -0.92235 -1.05417 0.60
H 2.34322 -1.15181 -1.65684 -0.01
C 1.63105 -1.92558 1.64424 0.04
C 4.26288 2.82033 0.39546 -0.98
H 2.02795 -1.87372 5.01203 0.43
H -2.58376 -2.27887 -2.09398 0.24
O -0.60267 5.78623 -0.46380 -0.63
C -2.42222 0.55711 0.08799 -1.27
H -0.79754 -3.14829 0.96358 0.16
C 1.27153 -0.60073 1.41424 0.43
C 0.65215 -5.40403 -2.11664 0.46
H -0.92027 2.40924 -5.39517 0.48
H -1.47686 -5.65236 -2.07914 0.50
C 4.18280 3.97895 1.15672 -0.21
C 2.62616 -2.19771 -1.75830 -1.66
H -2.36512 -3.32275 1.74320 0.55
C 0.12818 -2.74564 -1.49377 1.26
C -1.36914 4.72583 -2.96670 -0.77
C 1.44654 -3.13582 -1.73693 0.09
H -0.95598 -2.90064 2.70955 0.52
Hf -0.10466 1.66827 -0.14354 0.38
C -2.19749 -0.53535 2.62324 -0.53
H 0.31099 5.26925 1.61514 0.67
C -1.78055 -1.29868 1.53183 0.49
C -2.62492 0.78082 2.50775 0.17
C -0.93164 2.87020 -4.41800 -0.90
H 3.16260 -2.31236 -2.70032 0.57
C -0.89334 3.96872 -1.91760 0.68
N -0.47461 3.67495 0.45884 -0.11
C -0.47490 2.16494 -3.32761 -0.14
C 0.92516 -6.84857 -2.41731 -1.56
C 1.43735 -0.19817 3.80712 -1.05
C 2.94037 4.45969 1.54033 -1.18
H 0.13343 3.74566 2.47921 0.30
N -0.46080 2.69529 -2.08852 0.21
N 1.88592 2.66353 0.38543 0.00
H -1.76935 4.73701 -5.07564 0.47
C 1.81448 -1.51670 4.01404 -0.59
C 3.09529 2.18371 0.04103 -0.03
C -2.99607 0.98756 -1.25169 -1.46
N 0.88874 -0.10613 0.13797 1.19

Verdict on stability: b comes out on top.

a:
21
Properties=species:S:1:pos:R:3:nbo_charge:R:1 method="wB97M-V/def2-TZVPD" lumo_energy_ev=3.9 gap_ha=0.322 total_charge=-1
H 0.02476 -2.22055 -0.99109 0.45
H 0.35277 1.05491 -1.14757 0.51
H 0.54298 -0.91364 -1.76524 0.51
O 1.98537 -0.87919 1.04995 -1.00
H -1.76387 1.27174 1.73340 0.19
H 0.97644 0.80440 -3.00027 0.44
O -0.75359 -1.42786 1.32806 -0.76
H -1.86146 1.50499 0.00341 0.21
H 0.29337 2.29751 1.41460 0.15
O 0.66922 1.70445 -0.42015 -0.81
C -1.47607 -0.55070 0.46467 -0.08
H 1.78176 -1.31538 0.19052 0.51
O 0.33255 0.24293 -2.56056 -1.23
H 0.16555 -1.23647 1.20629 0.49
H 2.10014 0.05849 0.81585 0.48
H -1.10610 -0.69483 -0.53910 0.18
C 0.09538 1.40132 0.83159 -0.07
H -2.51194 -0.89558 0.46714 0.16
C -1.35514 0.92241 0.77681 -0.46
H 0.67127 0.61933 1.33115 0.15
O 0.83660 -1.74828 -1.18946 -1.05

b:
21
Properties=species:S:1:pos:R:3:nbo_charge:R:1 method="wB97M-V/def2-TZVPD" lumo_energy_ev=3.0 gap_ha=0.243 total_charge=-1
C -0.64050 -0.20308 -2.18416 -0.05
C -0.71480 0.15887 0.49608 -0.02
H 1.20607 -2.98099 0.65787 0.47
H -1.80513 -0.25834 -2.28540 0.14
O 1.95991 -2.74217 0.15243 -0.97
O -0.26820 -1.48830 -1.91113 -0.80
H -1.48084 -0.43862 0.09546 0.12
H -0.85870 0.91524 1.20707 0.13
H -3.37880 4.98944 0.20692 0.46
H 1.22006 -0.81009 2.28702 0.52
H 0.98443 0.83770 -0.94168 0.20
O -2.42471 5.09875 0.10718 -0.94
H -0.08631 0.09615 -3.13960 0.15
O 1.96420 -0.96402 2.92268 -1.03
C -0.14988 0.67134 -1.03446 -0.48
H -2.16491 4.08238 0.26431 0.48
H 0.06604 -1.73252 -0.98991 0.52
O 0.20930 -0.71781 0.90153 -1.01
H 2.49016 -1.78336 2.73735 0.46
H -0.54161 1.62793 -1.37396 0.16
H 1.85657 -1.79936 0.22824 0.50

Verdict on stability: a comes out on top.